No. 1
{
  "formula": "C24H58MnO14P",
  "method": "wB97M-V/def2-TZVPD",
  "elements": ["Mn", "O", "H", "C", "O", "C", "C", "O", "C", "C", "O", "C", "H", "H", "H", "H", "H", "H", "H", "H", "H", "H", "H", "H", "H", "H", "C", "O", "C", "C", "O", "C", "C", "O", "C", "H", "H", "H", "H", "H", "H", "H", "H", "H", "H", "H", "H", "H", "H", "C", "O", "C", "C", "O", "C", "C", "O", "C", "H", "H", "H", "H", "H", "H", "H", "H", "H", "H", "H", "H", "H", "H", "C", "C", "O", "P", "O", "O", "C", "C", "O", "C", "C", "H", "H", "H", "H", "H", "H", "H", "H", "H", "H", "H", "H", "H", "H", "H"],
  "xyz": [[-18.6893, 1.8991, 9.7018], [-19.7537, 0.7789, 10.8156], [-20.0635, 0.2313, 11.5131], [-23.6762, 3.1670, 8.5055], [-23.8701, 2.7543, 9.8300], [-23.1032, 1.6138, 10.1077], [-23.2889, 1.1964, 11.5562], [-23.1770, 2.2248, 12.4880], [-21.9282, 2.8404, 12.5076], [-20.9553, 2.1109, 13.4079], [-21.1515, 2.3953, 14.7617], [-20.2272, 1.7468, 15.5620], [-22.6165, 3.4168, 8.3354], [-24.2530, 4.0582, 8.2848], [-23.9477, 2.3529, 7.8237], [-22.0326, 1.7757, 9.8935], [-23.4326, 0.7911, 9.4569], [-22.5398, 0.4086, 11.7387], [-24.2784, 0.7690, 11.7014], [-22.0543, 3.8523, 12.8925], [-21.5014, 2.9705, 11.5091], [-19.9434, 2.4608, 13.1282], [-20.9605, 1.0217, 13.2563], [-20.2962, 0.6451, 15.5307], [-20.3185, 2.0420, 16.6038], [-19.1629, 1.9114, 15.2920], [-20.5600, -0.6510, 4.9591], [-21.1450, -1.6920, 5.6934], [-22.2365, -1.2162, 6.4439], [-22.7945, -2.3356, 7.2822], [-21.9372, -2.8177, 8.2795], [-21.8247, -1.9530, 9.3728], [-21.0054, -2.6774, 10.4162], [-21.9128, -3.4193, 11.2121], [-21.4077, -4.6288, 11.7434], [-20.4847, 0.2655, 5.5552], [-21.1491, -0.4645, 4.0597], [-19.5519, -0.9412, 4.6707], [-23.0218, -0.7913, 5.8031], [-21.9073, -0.3584, 7.0568], [-23.0366, -3.1947, 6.6557], [-23.7700, -2.0269, 7.6842], [-22.8137, -1.7572, 9.8099], [-21.4494, -0.9525, 9.1278], [-20.4955, -1.9446, 11.0623], [-20.2851, -3.3418, 9.9322], [-20.4249, -4.4803, 12.2065], [-21.4018, -5.4546, 11.0274], [-22.1117, -4.8831, 12.5397], [-19.8652, -0.0100, 7.6977], [-18.5601, 0.3416, 8.1363], [-17.9102, -0.7589, 8.7932], [-16.6423, -0.3083, 9.4922], [-16.9370, 0.7916, 10.3505], [-15.9142, 1.1026, 11.2828], [-16.4491, 1.9391, 12.4281], [-15.4204, 1.9919, 13.3580], [-15.7937, 2.5839, 14.5868], [-19.8438, -0.8675, 7.0237], [-20.3570, 0.8176, 7.1897], [-20.4787, -0.2693, 8.5641], [-17.7641, -1.5797, 8.0861], [-18.6099, -1.1873, 9.5250], [-15.9804, 0.0207, 8.6798], [-16.1835, -1.1320, 10.0311], [-15.0272, 1.5785, 10.8379], [-15.4453, 0.2083, 11.7166], [-17.4115, 1.4844, 12.7091], [-16.6652, 2.9696, 12.0887], [-16.5761, 2.0282, 15.1142], [-16.0867, 3.6316, 14.4588], [-14.9209, 2.5675, 15.2391], [-22.8113, -1.2755, 14.0540], [-21.4099, -1.8548, 14.2248], [-20.9981, -1.5162, 15.5631], [-20.1070, -2.5750, 16.3597], [-19.8260, -2.2139, 17.7461], [-18.7971, -2.7698, 15.4590], [-17.8948, -1.6783, 15.4003], [-17.8110, -1.1531, 13.9782], [-20.8085, -3.9823, 16.1384], [-21.8592, -4.4445, 16.9935], [-22.8041, -5.2665, 16.1425], [-22.8328, -0.1920, 13.9466], [-23.2822, -1.7377, 13.1801], [-23.4353, -1.5501, 14.9045], [-21.4458, -2.9290, 14.0589], [-20.7590, -1.3914, 13.4770], [-18.1203, -0.8565, 16.0860], [-16.9075, -2.0239, 15.7164], [-18.7665, -0.7193, 13.6711], [-17.0685, -0.3551, 13.8745], [-17.4722, -1.9345, 13.2954], [-21.4039, -5.0812, 17.7597], [-22.3739, -3.6615, 17.5538], [-22.2325, -5.8968, 15.4594], [-23.5454, -5.8613, 16.6690], [-23.3709, -4.5977, 15.4798]],
  "mulliken_spin": [4.82, -0.01, 0.08, 0.00, 0.00, -0.01, 0.00, 0.00, 0.00, -0.01, 0.00, 0.00, 0.00, 0.00, 0.00, 0.01, 0.00, 0.00, 0.00, 0.00, 0.00, 0.01, 0.01, 0.00, 0.00, 0.00, 0.00, 0.00, 0.00, 0.00, 0.00, 0.00, 0.00, 0.00, 0.00, 0.00, 0.00, 0.00, 0.00, 0.00, 0.00, 0.00, 0.00, -0.02, 0.00, 0.00, 0.00, 0.00, 0.00, -0.05, 0.04, 0.01, 0.00, 0.03, -0.02, 0.02, 0.00, 0.00, -0.01, -0.02, 0.10, 0.00, 0.00, -0.01, 0.00, 0.00, 0.00, 0.01, 0.00, 0.00, 0.00, 0.00, 0.00, 0.00, 0.00, 0.00, 0.00, 0.00, 0.00, 0.00, 0.00, 0.00, 0.00, 0.00, 0.00, 0.00, 0.00, 0.00, 0.00, 0.00, 0.00, 0.00, 0.00, 0.00, 0.00, 0.00, 0.00, 0.00],
  "multiplicity": 6,
  "energy_ev": -95093.05954,
  "homo_lumo_gap_ev": [6.8, 6.8],
  "e_lumo_ha": [-0.1874, -0.1900],
  "e_above_lowest_kj_mol": 50.0,
  "s2": 8.754,
  "total_charge": 1
}



No. 2
{
  "formula": "C24H58N2O6",
  "method": "wB97M-V/def2-TZVPD",
  "elements": ["C", "C", "C", "C", "C", "C", "C", "C", "C", "N", "O", "H", "H", "H", "H", "H", "H", "H", "H", "H", "H", "H", "H", "H", "H", "H", "H", "H", "H", "H", "C", "C", "C", "C", "C", "C", "C", "C", "C", "N", "O", "H", "H", "H", "H", "H", "H", "H", "H", "H", "H", "H", "H", "H", "H", "H", "H", "H", "H", "H", "C", "C", "C", "O", "H", "H", "H", "H", "H", "H", "H", "H", "C", "O", "H", "H", "H", "H", "C", "O", "H", "H", "H", "H", "C", "O", "H", "H", "H", "H"],
  "xyz": [[-0.5472, 3.8091, -5.0609], [-1.4562, 3.3708, -3.8641], [-1.2588, 4.3640, -2.6754], [-2.9340, 3.3883, -4.2235], [-3.5002, 2.1609, -4.9625], [-3.1213, 0.9246, -4.1579], [-1.5805, 0.7746, -4.1674], [-1.1218, -0.4718, -3.4129], [-0.9994, 0.6558, -5.6263], [-1.0667, 1.9440, -3.3824], [0.3262, 1.8846, -3.0850], [-0.9715, 3.3563, -5.9301], [-0.5776, 4.9221, -5.1354], [0.4937, 3.5311, -4.9365], [-1.9204, 4.0449, -1.8182], [-0.2543, 4.3996, -2.2382], [-1.4983, 5.3756, -3.0621], [-3.5298, 3.4724, -3.2536], [-3.1614, 4.2969, -4.8259], [-4.6032, 2.2107, -4.9779], [-3.2014, 2.0701, -6.0100], [-3.5536, 0.0016, -4.5087], [-3.4437, 1.0374, -3.0914], [-1.6945, -0.6839, -2.5081], [-0.0997, -0.4263, -3.1705], [-1.2730, -1.2966, -4.0715], [-1.3659, 1.5301, -6.2150], [-1.3831, -0.1577, -6.1870], [0.0894, 0.6466, -5.6940], [0.8372, 1.7160, -3.8583], [3.4178, -4.6578, 3.0977], [1.9999, -4.0799, 2.8111], [1.7511, -2.9452, 3.7867], [1.9382, -3.5593, 1.4019], [0.5116, -3.3362, 0.9025], [-0.3296, -4.5417, 1.0623], [-0.3731, -5.0460, 2.5040], [-1.1934, -4.0746, 3.4401], [-1.0606, -6.4065, 2.5338], [1.0362, -5.2234, 2.9117], [0.9738, -5.5541, 4.2743], [3.6194, -5.5922, 2.5621], [3.5349, -4.7990, 4.2066], [4.2343, -3.9900, 2.8538], [2.5055, -2.1861, 3.5088], [1.7628, -3.2564, 4.8362], [0.7641, -2.4719, 3.6601], [2.6123, -2.6545, 1.3336], [2.4159, -4.2691, 0.7368], [0.3873, -2.9925, -0.1421], [0.1534, -2.5207, 1.5511], [0.0800, -5.4111, 0.4478], [-1.3431, -4.2991, 0.7587], [-2.2618, -4.1354, 3.1823], [-1.2046, -4.3784, 4.5106], [-1.0037, -3.0183, 3.2415], [-1.1421, -6.6679, 3.6076], [-2.0824, -6.3565, 2.2260], [-0.5137, -7.1483, 1.9774], [1.6440, -6.2004, 4.4630], [4.1061, 2.0303, 0.0869], [3.1539, 2.8434, 0.9340], [1.8544, 2.1241, 1.1268], [3.8368, 3.0691, 2.1507], [3.7071, 1.9327, -0.9031], [4.2985, 0.9995, 0.4821], [5.0818, 2.5374, 0.1667], [3.0209, 3.8068, 0.3951], [1.1066, 2.8740, 1.4435], [1.9204, 1.3174, 1.8154], [1.4997, 1.7859, 0.1455], [3.1348, 3.1472, 2.8354], [2.2682, 1.3764, 5.1765], [1.9977, 2.5429, 4.4109], [2.9356, 0.7621, 4.5399], [2.6465, 1.6742, 6.1275], [1.3207, 0.8159, 5.2239], [1.1414, 2.8963, 4.7165], [-2.3909, 4.3845, 1.6789], [-3.3324, 3.4558, 1.1516], [-1.5595, 3.9139, 2.2269], [-2.0056, 5.0879, 0.9440], [-2.8638, 5.0528, 2.3719], [-2.8953, 2.8598, 0.5248], [-1.3230, 0.7028, -0.0435], [-1.8691, 1.8846, -0.6698], [-0.3275, 0.4042, -0.3668], [-1.2267, 0.9218, 1.0478], [-2.0591, -0.0763, -0.2258], [-1.6418, 1.7933, -1.6522]],
  "mulliken_charge": [-1.67, 1.61, -1.76, -0.99, -0.72, -1.15, 1.51, -2.08, -1.49, 0.71, -0.45, 0.50, 0.44, 0.21, 0.25, 0.36, 0.45, 0.27, 0.37, 0.44, 0.37, 0.50, 0.15, 0.29, 0.41, 0.58, 0.26, 0.44, 0.31, 0.27, -2.05, 1.91, -1.52, -1.28, -0.03, -1.17, 1.56, -1.50, -2.02, -0.02, -0.53, 0.44, 0.43, 0.40, 0.45, 0.33, 0.22, 0.34, 0.37, 0.28, 0.03, 0.26, 0.40, 0.48, 0.31, 0.29, 0.39, 0.43, 0.43, 0.36, -1.34, 0.66, -0.81, -0.60, 0.32, 0.24, 0.37, 0.08, 0.26, 0.36, 0.06, 0.36, -0.56, -0.48, 0.20, 0.30, 0.26, 0.28, -0.53, -0.57, 0.11, 0.23, 0.34, 0.44, -0.88, -0.55, 0.17, 0.33, 0.48, 0.08],
  "energy_ev": -41089.60090,
  "homo_lumo_gap_ev": 9.0,
  "e_lumo_ha": 0.0156,
  "e_above_lowest_kj_mol": 2.9,
  "total_charge": 0
}